Below is 2 unconnected molecules or ions with the total composition C6H8O6P in a non-equilibrium geometry, with properties calculated with ωB97M-V/def2-TZVPD.

Positions of all 21 atoms, in Å:
O (2.426, 4.717, 1.324)
C (1.515, 3.968, 1.225)
C (1.598, 2.733, 0.296)
C (0.649, 1.910, 0.818)
P (0.370, 0.187, 0.057)
O (1.681, -0.690, 0.669)
O (0.735, 0.288, -1.599)
C (-0.021, 2.600, 2.022)
O (-0.600, 2.141, 2.910)
O (0.281, 3.980, 1.841)
H (2.287, 2.580, -0.545)
H (2.383, -0.016, 0.760)
H (1.652, 0.625, -1.643)
C (-2.268, -2.736, -1.520)
C (-1.436, -3.531, -0.485)
O (-0.327, -2.838, -0.193)
H (-1.710, -2.580, -2.448)
H (-3.188, -3.288, -1.777)
H (-2.570, -1.760, -1.128)
H (-1.308, -4.546, -0.938)
H (-2.148, -3.745, 0.351)

F_max: 0.076 hartree/bohr
ΔE to the lowest compared entry with this formula, charge and spin: 51.15 kcal per mole
net charge: -1
highest occupied orbital energy: -0.08408 Ha
E_LUMO: 1.60 eV
2S+1: 1
gap between HOMO and LUMO: 3.9 eV

Below is a molecular structure, C6H8O6Tl in a non-equilibrium geometry, with properties calculated with ωB97M-V/def2-TZVPD.

Positions of all 21 atoms, in Å:
O (1.964, -0.218, -0.249)
Tl (2.009, 1.802, -0.449)
O (3.756, 0.974, -0.091)
C (3.344, -0.227, 0.028)
O (3.920, -1.250, 0.306)
C (1.194, -1.426, -0.166)
C (-0.089, -1.260, -0.896)
H (1.801, -2.237, -0.601)
H (1.031, -1.666, 0.893)
H (-0.050, -0.757, -1.866)
H (-0.718, -2.152, -0.930)
O (-2.015, 1.811, -0.473)
C (-0.817, 1.842, 0.054)
C (-2.607, 0.540, -0.089)
O (0.177, 2.282, -0.513)
O (-0.786, 1.163, 1.172)
C (-2.081, 0.541, 1.360)
H (-2.449, -0.758, -0.248)
H (-1.907, -0.456, 1.776)
H (-2.678, 1.113, 2.078)
H (-2.997, 0.341, -1.097)

F_max: 0.130 hartree/bohr
ΔE to the lowest compared entry with this formula, charge and spin: 208.88 kcal per mole
net charge: +2
highest occupied orbital energy (spin up / spin down): -0.60799 / -0.64607 Ha
E_LUMO (spin up / spin down): -11.29 / -11.27 eV
2S+1: 2
gap between HOMO and LUMO (spin up / spin down): 5.3 / 6.3 eV

Below is a single C6H8OS molecule in a non-equilibrium geometry, with properties calculated with ωB97M-V/def2-TZVPD.

Positions of all 16 atoms, in Å:
C (-1.176, -0.932, 2.873)
O (-1.113, -0.361, 1.580)
C (-0.037, 0.256, 1.284)
C (0.279, 0.477, 0.050)
C (-0.092, -0.435, -1.196)
C (0.370, -0.139, -2.386)
C (1.172, 1.028, -2.476)
S (1.508, 1.845, -0.755)
H (-2.326, -1.338, 2.967)
H (-0.817, -0.239, 3.782)
H (-0.591, -1.918, 3.132)
H (0.441, 0.911, 1.910)
H (-0.778, -1.161, -1.036)
H (0.226, -0.701, -3.387)
H (2.188, 0.844, -3.248)
H (0.747, 1.862, -3.095)

F_max: 0.143 hartree/bohr
ΔE to the lowest compared entry with this formula, charge and spin: 100.70 kcal per mole
highest occupied orbital energy: -0.28687 Ha
E_LUMO: 0.84 eV
2S+1: 1
gap between HOMO and LUMO: 8.6 eV

Below is a single C6H8OS molecule in a non-equilibrium geometry, with properties calculated with ωB97M-V/def2-TZVPD.

Positions of all 16 atoms, in Å:
C (2.049, -2.041, 0.264)
C (2.244, -0.609, 0.406)
C (0.980, 0.208, 0.497)
S (0.890, 1.672, 1.243)
O (0.050, -0.370, -0.186)
C (-1.294, -0.025, -0.402)
C (-2.008, -0.647, -1.329)
C (-3.314, -0.010, -1.563)
H (1.078, -2.720, 0.276)
H (3.235, -2.338, 0.036)
H (3.299, -0.148, 0.548)
H (-1.562, 0.982, 0.095)
H (-1.566, -1.576, -1.859)
H (-4.330, -0.383, -1.161)
H (-3.077, 0.986, -0.977)
H (-3.666, 0.148, -2.599)

F_max: 0.102 hartree/bohr
ΔE to the lowest compared entry with this formula, charge and spin: 96.17 kcal per mole
highest occupied orbital energy: -0.31859 Ha
E_LUMO: -0.33 eV
2S+1: 1
gap between HOMO and LUMO: 8.3 eV

Below is 2 unconnected molecules or ions with the total composition C6H8OS2 in a non-equilibrium geometry, with properties calculated with ωB97M-V/def2-TZVPD.

Positions of all 17 atoms, in Å:
C (-2.746, 0.503, 0.637)
C (-1.423, 0.791, 0.122)
C (-1.102, -0.033, -0.894)
S (-2.360, -1.115, -1.266)
C (-3.385, -0.486, -0.035)
H (-3.297, 0.872, 1.446)
H (-0.913, 1.632, 0.433)
H (-0.070, -0.031, -1.350)
H (-4.361, -0.831, 0.254)
O (3.034, -2.191, -0.080)
C (2.259, -1.326, -0.003)
C (2.448, 0.048, 0.563)
S (2.244, 1.289, -0.790)
H (1.207, -1.404, -0.543)
H (3.348, 0.405, 1.166)
H (1.630, 0.257, 1.226)
H (3.485, 1.621, -0.887)

F_max: 0.072 hartree/bohr
ΔE to the lowest compared entry with this formula, charge and spin: 0.00 kcal per mole
highest occupied orbital energy: -0.34054 Ha
E_LUMO: 0.55 eV
2S+1: 1
gap between HOMO and LUMO: 9.8 eV

Below is a single C6H8OS2 molecule in a non-equilibrium geometry, with properties calculated with ωB97M-V/def2-TZVPD.

Positions of all 17 atoms, in Å:
C (2.244, -1.881, 0.116)
C (1.406, -1.031, -0.110)
C (0.336, -0.037, -0.089)
C (0.602, 0.919, -1.327)
C (0.569, 0.790, 1.196)
O (-0.920, -0.719, -0.150)
C (-2.072, -0.051, -0.101)
S (-2.387, 1.527, -0.043)
S (-3.509, -1.117, -0.031)
H (3.116, -2.421, 0.337)
H (1.037, 0.298, -2.211)
H (1.271, 1.659, -1.104)
H (-0.266, 1.358, -1.559)
H (0.377, 0.021, 1.938)
H (-0.308, 1.579, 1.197)
H (1.577, 1.352, 1.301)
H (-3.070, -2.245, 0.638)

F_max: 0.106 hartree/bohr
ΔE to the lowest compared entry with this formula, charge and spin: 43.37 kcal per mole
highest occupied orbital energy: -0.32800 Ha
E_LUMO: 0.05 eV
2S+1: 1
gap between HOMO and LUMO: 9.0 eV

Below is 2 unconnected molecules or ions with the total composition C6H8OSe, with properties calculated with ωB97M-V/def2-TZVPD.

Positions of all 16 atoms, in Å:
C (-1.356, -0.458, -0.621)
C (-2.593, -0.162, -1.102)
C (-2.234, 1.230, 0.509)
C (-1.121, 0.452, 0.439)
C (2.803, -1.339, -0.002)
C (1.707, 1.028, 1.066)
O (-3.132, 0.861, -0.419)
Se (2.496, 0.559, -0.440)
H (-0.699, -1.225, -0.977)
H (-3.176, -0.591, -1.892)
H (-2.495, 2.046, 1.152)
H (1.951, -1.919, -0.349)
H (3.706, -1.678, -0.502)
H (2.898, -1.420, 1.077)
H (1.476, 2.102, 1.017)
H (-0.230, 0.514, 1.043)

F_max: 0.018 hartree/bohr
ΔE to the lowest compared entry with this formula, charge and spin: 31.48 kcal per mole
highest occupied orbital energy: -0.31921 Ha
E_LUMO: -0.15 eV
2S+1: 1
gap between HOMO and LUMO: 8.5 eV